# 1
Formula: C24H24N2O5S
Source: OMol25
Level of theory: wB97M-V/def2-TZVPD

XYZ file:
```
56
Properties=species:S:1:pos:R:3:forces:R:3
S -4.489 0.106 -1.620 -0.261 0.156 -0.216
O -3.680 0.524 -2.725 0.289 0.139 0.222
O -5.627 -0.721 -1.892 0.011 -0.009 0.356
O -5.236 -1.735 0.714 0.378 0.168 0.222
O 0.267 1.122 -0.773 -0.054 0.139 -0.063
O -4.511 2.580 1.673 -0.101 0.191 0.062
N -5.033 1.480 -0.880 0.300 -0.871 -0.586
N 0.239 -0.973 0.128 0.416 -0.213 0.047
C -2.976 -2.319 1.285 -0.273 0.119 -0.154
C 2.348 0.079 -0.318 0.409 0.116 -0.085
C -3.887 -1.626 0.490 -0.032 -0.133 0.119
C 5.147 0.089 -0.263 -0.340 -0.048 -0.029
C -1.620 -2.104 1.149 0.069 0.161 -0.169
C -4.100 2.571 -0.716 0.541 0.366 0.246
C 8.732 -0.719 -1.050 0.082 -0.061 -0.012
C 4.440 -1.105 -0.396 0.137 0.074 0.038
C -5.342 1.443 1.560 -0.180 -0.150 -0.133
C -5.845 -2.916 0.217 -0.157 -0.188 -0.207
C 7.350 -0.727 -1.083 -0.074 0.050 0.043
C -2.040 -0.533 -0.617 0.326 0.013 -0.069
C 3.060 -1.114 -0.419 -0.173 0.144 -0.004
C 4.430 1.282 -0.175 0.035 -0.114 0.001
C 7.301 0.913 0.666 -0.076 -0.049 -0.052
C 6.616 0.091 -0.227 0.315 0.002 0.007
C -3.496 2.575 0.691 0.069 0.049 -0.245
C -6.006 1.366 0.181 -0.300 -0.158 0.592
C -1.134 -1.188 0.214 -0.633 0.055 -0.018
C 9.402 0.098 -0.155 0.062 0.002 0.002
C 8.682 0.913 0.703 0.084 0.056 0.021
C -3.393 -0.757 -0.475 -0.627 0.061 -0.308
C 0.863 0.150 -0.364 -0.082 -0.220 0.205
C 3.052 1.277 -0.214 -0.220 -0.105 0.034
H -6.848 -2.932 0.640 0.014 -0.083 -0.034
H 9.201 1.551 1.404 0.036 0.041 0.059
H -6.517 0.412 0.051 -0.165 0.109 0.146
H -2.910 3.480 0.856 0.044 -0.090 -0.076
H -5.906 -2.873 -0.874 0.011 -0.046 0.096
H 6.744 1.539 1.348 -0.053 0.050 0.061
H 10.482 0.101 -0.128 0.084 0.001 0.002
H 4.981 -2.037 -0.466 0.050 -0.072 -0.007
H 4.963 2.219 -0.102 0.049 0.083 0.006
H 2.492 2.199 -0.163 -0.043 0.077 -0.022
H 6.832 -1.353 -1.796 -0.051 -0.052 -0.063
H 0.814 -1.638 0.624 -0.034 0.180 -0.119
H 9.288 -1.353 -1.725 0.039 -0.040 -0.059
H -3.330 2.461 -1.478 0.048 0.239 0.043
H -1.706 0.148 -1.381 0.090 -0.001 -0.013
H -3.345 -3.010 2.028 -0.063 -0.039 0.072
H -4.643 3.509 -0.881 0.059 -0.075 -0.031
H -6.724 2.187 0.072 0.040 -0.080 -0.014
H 2.543 -2.055 -0.550 -0.043 -0.067 -0.010
H -4.753 0.533 1.741 -0.075 0.091 0.033
H -6.097 1.544 2.341 0.012 -0.114 -0.058
H -0.927 -2.640 1.783 0.071 -0.033 0.089
H -2.849 1.695 0.824 -0.027 0.124 0.004
H -5.296 -3.810 0.529 -0.032 0.054 0.027
```
Positions in Å, forces in eV/Å.

Calculated values
- Energy relative to the best compared isomer or geometry (same formula, charge and spin): 21.8 kcal/mol
- SMILES: COc1ccc(NC(=O)c2ccc(-c3ccccc3)cc2)cc1S(=O)(=O)N1CCOCC1
- LUMO level: 0.065 eV
- E_HOMO: -8.65 eV
- Energy: -49330.117 eV

# 2
Formula: C24H24N4O2
Source: OMol25
Level of theory: wB97M-V/def2-TZVPD

XYZ file:
```
54
Properties=species:S:1:pos:R:3:forces:R:3
O -5.386 -2.542 -0.422 0.076 0.115 0.018
O 0.745 -0.524 2.434 0.265 -0.200 0.146
N -3.415 -1.828 0.488 0.145 0.342 0.018
N -2.760 0.432 0.367 0.234 0.039 0.125
N 3.206 1.519 0.531 0.034 -0.039 0.101
N -0.488 1.141 1.522 -0.017 0.154 -0.097
C -4.118 2.066 -0.707 -0.135 0.018 -0.075
C 0.476 2.201 1.697 0.247 0.203 -0.001
C -3.895 0.739 -0.309 -0.515 -0.401 -0.191
C -0.255 -0.133 1.853 -0.258 0.264 -0.056
C -6.221 1.422 -1.694 -0.156 -0.204 -0.041
C 1.047 2.654 0.351 0.050 -0.345 0.068
C 3.594 0.182 0.969 -0.055 -0.049 0.099
C -4.860 -0.239 -0.619 0.208 0.446 0.017
C -1.108 -2.417 1.856 0.000 0.602 -0.115
C -1.330 -1.122 1.476 0.232 -0.709 0.244
C -2.527 -0.789 0.753 -0.115 0.237 -0.119
C 5.032 -0.823 -0.849 -0.013 -0.024 0.012
C 5.211 -1.678 -1.922 0.110 0.001 -0.074
C 3.828 -0.800 -0.152 0.022 0.037 0.061
C 2.996 -2.530 -1.613 -0.063 -0.081 -0.080
C 4.268 2.283 -0.078 -0.056 0.021 -0.024
C -2.036 -3.435 1.560 -0.439 0.035 -0.242
C -3.163 -3.108 0.886 0.245 -0.815 0.294
C -4.641 -1.608 -0.216 -0.349 -0.178 -0.157
C 1.971 1.580 -0.231 -0.188 0.357 0.069
C -5.264 2.395 -1.387 0.179 0.026 0.088
C -6.022 0.118 -1.315 -0.026 0.005 -0.016
C 4.191 -2.529 -2.312 -0.003 -0.076 -0.080
C 2.818 -1.672 -0.542 0.021 -0.010 0.042
H 1.458 0.618 -0.182 0.012 -0.015 -0.075
H 2.168 1.790 -1.293 -0.017 -0.127 0.051
H -3.375 2.809 -0.464 0.082 0.067 0.028
H 5.139 2.276 0.577 0.086 0.048 -0.001
H 2.202 -3.204 -1.901 -0.054 -0.048 -0.020
H 1.891 -1.692 0.015 -0.095 0.031 0.085
H -7.115 1.702 -2.230 -0.076 0.001 -0.041
H -1.342 1.326 0.997 0.079 -0.135 0.100
H 2.798 -0.187 1.620 0.155 -0.016 -0.029
H 3.938 3.316 -0.193 0.064 0.071 -0.048
H 0.228 2.853 -0.345 -0.058 0.105 -0.037
H 5.841 -0.177 -0.540 0.069 0.078 0.040
H -1.856 -4.452 1.863 -0.063 -0.102 -0.011
H -6.741 -0.656 -1.537 -0.074 -0.040 -0.031
H 4.566 1.907 -1.069 0.013 0.029 0.009
H 1.286 1.823 2.323 -0.082 0.133 0.028
H 4.331 -3.196 -3.150 0.012 -0.049 -0.056
H 1.609 3.576 0.497 0.015 0.100 -0.053
H -0.014 3.039 2.202 0.098 -0.077 0.033
H -5.432 3.418 -1.691 0.005 0.086 -0.016
H 4.504 0.292 1.566 -0.029 -0.045 0.018
H 6.152 -1.684 -2.454 0.066 -0.006 -0.036
H -0.198 -2.637 2.396 0.069 0.068 0.022
H -3.934 -3.815 0.616 0.042 0.074 0.005
```
Positions in Å, forces in eV/Å.

Calculated values
- Energy relative to the best compared isomer or geometry (same formula, charge and spin): 17.4 kcal/mol
- SMILES: CN(CCCNC(=O)c1cccn2c(=O)c3ccccc3nc12)Cc1ccccc1
- LUMO level: -0.608 eV
- E_HOMO: -8.10 eV
- Energy: -35334.341 eV

# 3
Formula: C24H24N4O2S2
Source: OMol25
Level of theory: wB97M-V/def2-TZVPD

XYZ file:
```
56
Properties=species:S:1:pos:R:3:forces:R:3
S -1.533 5.380 0.530 -0.407 0.066 -0.095
S 1.243 9.384 1.743 0.587 -0.114 0.133
O -0.084 -5.969 0.558 -0.027 -0.259 0.165
O 2.835 5.769 1.680 0.020 0.074 0.017
N -0.048 -4.038 -0.603 0.177 0.183 -0.019
N 0.837 4.160 0.970 0.697 0.870 0.286
N 0.704 6.453 1.230 0.223 0.133 0.075
N 0.107 -1.299 -0.003 0.012 -0.328 -0.210
C -4.236 -5.686 -1.109 -0.076 0.026 0.017
C -2.928 -6.716 -2.836 0.011 0.023 0.027
C -0.671 2.307 0.342 0.086 0.258 0.037
C 1.471 0.582 0.648 -0.088 -0.036 0.039
C 2.007 6.666 1.586 0.127 -0.351 -0.017
C 1.089 -3.521 0.127 0.164 -0.060 0.456
C -0.833 0.954 0.125 0.201 -0.398 0.056
C 2.465 10.492 2.195 -0.266 -0.179 -0.090
C 1.633 1.928 0.873 -0.185 0.143 0.023
C -4.161 -6.393 -2.296 -0.078 -0.002 -0.015
C 2.359 8.057 1.854 0.127 0.793 0.134
C -1.049 -1.811 -0.702 0.104 -0.120 -0.285
C 0.659 -2.280 0.909 0.187 -0.198 -0.069
C -0.587 -5.236 -0.273 -0.030 0.018 -0.118
C 0.068 5.250 0.916 -0.243 -0.239 -0.090
C -1.750 -6.336 -2.206 0.003 0.089 0.101
C 0.228 0.056 0.271 -0.064 0.474 0.042
C -1.835 -5.612 -1.016 -0.244 -0.293 0.038
C -3.072 -5.299 -0.469 0.126 0.003 -0.022
C 3.605 8.495 2.226 -0.417 -0.387 -0.154
C 0.566 2.816 0.723 -0.431 -0.668 -0.202
C -0.411 -6.680 -2.782 0.017 -0.013 0.005
C 3.663 9.885 2.420 -0.085 0.227 0.007
C -0.637 -3.066 -1.487 -0.378 0.319 -0.129
H -5.195 -5.440 -0.681 -0.080 0.015 0.037
H 1.882 -3.261 -0.582 -0.021 0.013 0.057
H 4.551 10.414 2.713 0.128 0.114 0.047
H -2.876 -7.276 -3.758 0.023 -0.058 -0.085
H 0.078 7.248 1.174 0.017 -0.307 -0.034
H 2.325 -0.070 0.746 0.080 -0.056 -0.025
H 0.110 -2.779 -2.237 -0.099 0.009 0.016
H 1.808 4.356 1.241 -0.294 0.046 -0.068
H 1.509 -1.862 1.444 -0.042 -0.028 -0.009
H -3.118 -4.756 0.464 -0.008 0.054 0.101
H -1.516 2.964 0.225 0.033 -0.006 0.007
H 2.603 2.310 1.159 0.121 0.027 0.025
H -1.865 -2.072 -0.008 -0.037 0.039 -0.040
H -5.065 -6.700 -2.801 -0.074 -0.025 -0.040
H -1.815 0.599 -0.143 -0.084 -0.062 -0.028
H 0.222 -7.126 -2.017 0.100 -0.047 -0.008
H 2.224 11.535 2.269 -0.011 0.216 0.025
H -0.101 -2.578 1.649 0.073 0.006 0.025
H 4.435 7.823 2.349 0.111 -0.158 0.008
H -1.409 -1.064 -1.410 -0.021 -0.023 0.044
H -0.512 -7.378 -3.609 0.041 -0.024 -0.052
H 0.089 -5.782 -3.146 0.092 0.024 -0.057
H 1.438 -4.305 0.801 0.000 0.112 -0.098
H -1.504 -3.494 -1.990 0.107 0.063 0.010
```
Positions in Å, forces in eV/Å.

Calculated values
- Energy relative to the best compared isomer or geometry (same formula, charge and spin): 0.0 kcal/mol
- SMILES: Cc1ccccc1C(=O)N1CCN(c2ccc(NC(=S)NC(=O)c3cccs3)cc2)CC1
- LUMO level: -0.304 eV
- E_HOMO: -7.54 eV
- Energy: -57004.857 eV

# 4
Formula: C24H24N4O3S
Source: OMol25
Level of theory: wB97M-V/def2-TZVPD

XYZ file:
```
56
Properties=species:S:1:pos:R:3:forces:R:3
S 0.793 3.375 0.047 4.792 -0.043 -1.371
O 1.487 -1.851 -1.169 -2.073 -1.331 3.961
O 4.674 -6.475 -1.270 -7.942 -0.367 -2.227
O 2.838 -6.758 -3.030 -7.359 3.928 12.701
N 0.057 -2.886 0.421 -1.074 -3.092 2.906
N 2.195 -6.333 -0.796 6.849 1.360 2.020
N -0.807 5.346 0.827 -3.165 7.804 1.691
N -1.604 3.323 0.860 10.017 -8.339 -4.005
C 0.570 -4.259 0.502 1.579 1.063 -4.501
C -3.031 6.482 1.416 -3.903 4.046 2.274
C -0.500 4.222 0.610 -1.638 -6.164 0.078
C -2.382 5.267 1.278 7.635 9.440 -1.574
C 2.665 -5.588 0.584 -12.587 -3.171 -0.686
C -1.459 -0.475 0.639 7.215 -3.908 -2.000
C 0.175 1.804 0.287 -7.266 7.472 1.305
C 3.171 -7.286 -5.049 4.570 1.011 -2.827
C 2.097 -4.155 0.715 -1.818 -5.730 4.176
C -2.505 4.079 1.147 -14.394 -8.712 3.817
C 0.008 -0.537 0.119 -5.337 -2.727 2.088
C -2.987 8.941 1.623 -3.284 3.131 2.620
C -1.905 0.672 0.948 -7.306 7.875 -0.761
C -1.233 1.906 0.542 -0.181 0.795 3.473
C -5.132 7.544 2.443 13.523 2.195 -6.876
C 0.821 -6.309 -1.129 -0.332 2.048 4.597
C -2.405 7.763 1.454 5.651 -4.628 -2.355
C 3.766 -6.991 -3.760 9.279 -4.967 -6.361
C -4.422 6.451 1.857 1.101 -0.284 2.593
C 0.524 0.653 -0.073 11.074 -6.121 -4.010
C -4.322 8.831 2.118 -2.111 -3.326 1.048
C 0.662 -1.890 -0.172 1.376 4.506 -5.111
C 3.389 -6.524 -1.611 0.203 0.660 0.769
C 0.250 -4.949 -0.868 2.290 4.291 -4.980
H -0.799 -4.927 -1.254 0.663 0.236 0.984
H 2.125 -6.537 1.406 1.094 3.302 -1.843
H 4.230 -7.928 -3.415 1.137 0.008 -0.187
H -1.212 7.645 1.262 -2.981 0.661 0.364
H -6.032 7.499 2.670 -7.998 -0.057 2.691
H 2.513 -8.024 -4.990 -2.570 -3.593 0.128
H 1.821 0.534 -0.538 -3.999 0.410 1.322
H -3.470 3.461 1.503 1.571 1.712 -1.007
H -4.646 5.483 2.316 -0.759 -0.274 -1.036
H 3.532 -5.861 0.711 9.390 -1.603 0.917
H 2.392 -3.825 1.723 -0.321 0.302 -0.373
H 2.582 -3.704 0.001 2.004 3.376 -3.812
H -0.513 -2.791 1.277 0.542 1.234 -1.118
H -1.933 -1.376 0.790 -1.339 -1.615 0.213
H 0.933 -4.096 -1.895 -2.091 -2.241 3.140
H -4.918 9.576 2.520 -0.327 2.441 0.194
H 0.758 -6.593 -2.081 -1.118 -1.451 -3.588
H -3.263 0.810 1.026 4.396 -0.432 0.349
H 0.148 -6.740 -0.348 0.956 -1.898 -0.632
H 4.512 -6.233 -3.846 0.892 0.773 -0.043
H -0.003 -4.838 1.144 -0.607 -0.634 2.242
H -2.473 9.981 1.716 -0.836 -2.235 -0.527
H 3.980 -7.449 -5.838 -1.371 0.215 0.810
H 2.636 -6.433 -5.180 -1.713 2.647 -1.660
```
Positions in Å, forces in eV/Å.

Calculated values
- Energy relative to the best compared isomer or geometry (same formula, charge and spin): 428.3 kcal/mol
- LUMO level: -0.366 eV
- E_HOMO: -7.71 eV
- Energy: -48197.855 eV

Number 1: Kohn-Sham gap 0.3203 hartree. Number 2: Kohn-Sham gap 0.2753 hartree. Number 3: Kohn-Sham gap 0.2659 hartree. Number 4: Kohn-Sham gap 0.2697 hartree.